[1]
{
  "formula": "C10H5Cl2NO2",
  "method": "the ωB97M-V functional and the def2-TZVPD basis",
  "multiplicity": 1,
  "orbital_gap_ev": 8.83,
  "e_homo_ev": -9.30,
  "de_lowest_kcal_mol": 0.0,
  "species": ["H", "C", "C", "C", "C", "H", "C", "C", "Cl", "N", "O", "C", "H", "H", "H", "C", "C", "Cl", "C", "O"],
  "positions_angstrom": [[-4.339, -0.868, 2.796], [0.741, 1.438, -1.166], [-0.813, 0.257, 0.294], [0.490, 0.346, -0.346], [-3.497, -1.284, 2.237], [3.498, -1.167, -0.736], [2.697, -0.451, -0.851], [-2.674, -0.399, 1.396], [4.402, 0.798, -2.593], [-2.782, 0.925, 1.310], [-1.676, 1.339, 0.513], [1.926, 1.551, -1.876], [-0.016, 2.190, -1.326], [-1.131, -1.855, 0.641], [2.095, 2.436, -2.476], [-1.484, -0.834, 0.727], [1.510, -0.587, -0.119], [1.407, -1.973, 0.941], [2.904, 0.610, -1.741], [-3.256, -2.471, 2.375]]
}

---

[2]
{
  "formula": "ClN3O13",
  "method": "the ωB97M-V functional and the def2-TZVPD basis",
  "multiplicity": 2,
  "orbital_gap_ev": [7.94, 4.70],
  "e_homo_ev": [0.12, 0.12],
  "de_lowest_kcal_mol": 0.0,
  "charge": -3,
  "species": ["O", "O", "N", "O", "O", "Cl", "O", "N", "O", "O", "O", "O", "N", "O", "O", "O", "O"],
  "positions_angstrom": [[-8.862, 7.218, -20.114], [-9.284, 6.069, -21.888], [-9.680, 6.777, -20.903], [-15.504, 7.722, -19.181], [-11.809, 4.518, -20.456], [-12.747, 5.111, -21.424], [-16.527, 6.576, -17.644], [-16.505, 7.482, -18.547], [-12.367, 5.439, -22.709], [-14.578, 0.349, -19.697], [-14.581, 1.389, -21.600], [-10.758, 7.195, -20.877], [-14.019, 1.109, -20.499], [-12.948, 1.658, -20.095], [-13.642, 6.156, -20.732], [-17.449, 8.207, -18.578], [-13.729, 4.166, -21.639]]
}

---

[3]
{
  "formula": "C23H45N2OP2Pt",
  "method": "the ωB97M-V functional and the def2-TZVPD basis",
  "multiplicity": 5,
  "orbital_gap_ev": [6.75, 4.78],
  "e_homo_ev": [-15.65, -18.80],
  "charge": 3,
  "species": ["H", "H", "C", "H", "H", "H", "C", "C", "H", "H", "C", "N", "C", "H", "H", "C", "H", "C", "C", "C", "H", "H", "H", "H", "H", "C", "H", "H", "H", "C", "H", "H", "H", "C", "H", "C", "H", "H", "H", "C", "C", "C", "H", "H", "H", "N", "C", "H", "H", "C", "H", "C", "C", "H", "H", "H", "H", "H", "H", "H", "H", "P", "H", "Pt", "H", "H", "H", "C", "C", "C", "H", "P", "O", "H"],
  "positions_angstrom": [[-0.940, 5.375, -0.740], [0.951, -5.362, -0.314], [0.323, 2.621, -2.623], [2.007, -1.050, -3.459], [0.921, -3.195, -3.229], [-2.383, 3.775, 1.551], [0.890, -1.034, -3.459], [-0.047, -0.190, 3.747], [1.405, 5.095, -1.473], [-1.089, -2.775, 1.573], [-1.620, -4.430, -1.461], [0.385, 0.138, -2.767], [0.444, -0.127, 2.447], [-1.602, 4.426, -2.093], [-0.720, -4.472, 1.134], [1.649, -4.775, -0.925], [-3.055, -0.251, 5.370], [2.053, 0.018, -0.348], [1.693, -3.302, -0.503], [1.987, -3.178, 0.994], [1.513, -0.125, 2.244], [2.522, -2.822, -1.053], [1.407, -4.916, -1.985], [0.667, -0.236, 4.565], [-1.631, -1.172, 5.892], [1.646, 4.846, -0.432], [2.907, -3.737, 1.212], [0.595, -0.944, -4.528], [-1.598, -4.195, -2.530], [1.984, 3.063, 1.313], [2.648, 5.249, -0.228], [2.906, 3.595, 1.585], [-2.638, 4.876, -0.733], [-1.308, -3.218, -0.574], [2.518, 2.916, -0.760], [1.689, 3.338, -0.163], [-2.358, -0.017, 0.701], [0.581, 1.399, -4.407], [-2.090, -2.457, -0.750], [0.882, 1.379, -3.337], [-1.416, -0.193, 3.985], [-1.350, 3.516, 1.275], [-3.355, -0.131, 2.987], [-1.618, 0.591, 5.982], [0.920, 3.504, -2.884], [-0.402, -0.067, 1.397], [-2.274, -0.131, 2.879], [-1.783, -0.020, -1.596], [1.182, -3.602, 1.608], [0.328, -2.341, -2.878], [-2.634, -4.773, -1.221], [-1.732, -0.068, 1.596], [-1.623, 4.559, -1.006], [-2.042, -0.056, -2.380], [-1.072, 2.631, 1.858], [-0.718, 4.363, 1.577], [1.182, 3.425, 1.968], [-0.704, 2.783, -2.979], [-0.701, -2.460, -3.246], [1.998, 1.397, -3.340], [2.650, -5.197, -0.763], [0.225, -2.311, -1.038], [2.147, 1.999, 1.516], [0.210, 0.034, -0.681], [-0.936, -5.267, -1.272], [2.152, -2.140, 1.303], [-2.093, 2.529, -0.478], [-1.308, 3.269, -0.237], [-1.961, -0.260, 5.380], [-1.358, -3.605, 0.908], [0.949, 5.369, 0.234], [0.219, 2.404, -0.796], [3.213, 0.016, -0.267], [-2.390, -3.897, 1.152]]
}

---

[4]
{
  "formula": "C2H6ClNO",
  "method": "the ωB97M-V functional and the def2-TZVPD basis",
  "multiplicity": 1,
  "orbital_gap_ev": 8.82,
  "e_homo_ev": -8.34,
  "de_lowest_kcal_mol": 42.4,
  "species": ["C", "H", "Cl", "C", "N", "O", "H", "H", "H", "H", "H"],
  "positions_angstrom": [[-0.466, 0.548, -0.570], [-2.002, 1.088, 0.755], [-1.496, -0.472, -1.613], [-1.020, 1.269, 0.365], [0.786, 0.486, -0.957], [0.535, -1.535, 0.847], [0.926, -0.486, -1.319], [0.519, -2.289, 1.570], [-0.520, 2.157, 0.804], [1.467, 0.719, -0.137], [1.271, -1.487, 0.254]]
}

---

[5]
{
  "formula": "C18H29N2O6",
  "method": "the ωB97M-V functional and the def2-TZVPD basis",
  "multiplicity": 1,
  "orbital_gap_ev": 4.34,
  "e_homo_ev": -3.25,
  "charge": -1,
  "species": ["C", "C", "H", "O", "N", "H", "C", "H", "N", "O", "H", "H", "C", "C", "C", "C", "H", "C", "C", "H", "C", "H", "C", "H", "H", "H", "O", "H", "H", "H", "H", "C", "H", "C", "H", "C", "H", "O", "H", "C", "H", "C", "H", "H", "H", "H", "H", "H", "H", "O", "O", "C", "C", "H", "H"],
  "positions_angstrom": [[5.070, 0.375, -0.061], [-1.479, -2.512, 4.055], [-5.079, 0.067, 0.616], [-1.551, -0.648, 0.975], [-0.124, 0.631, 2.364], [-2.778, -4.199, 4.453], [-1.821, -3.803, 4.835], [-0.383, -1.765, 2.340], [0.896, 0.045, 1.898], [-1.966, -1.432, 4.415], [-0.502, -6.984, 5.208], [4.634, 0.112, -1.031], [0.030, -3.868, 2.511], [-1.333, 0.336, 1.668], [-4.256, 2.461, 1.810], [4.135, 1.292, 0.709], [-3.734, 0.826, -0.282], [-3.638, 1.074, 1.853], [-0.755, -4.902, 4.700], [6.038, 0.858, -0.244], [-4.081, 0.334, 3.096], [4.694, 3.084, -0.345], [4.792, 1.747, 1.996], [-5.170, 0.222, 3.098], [0.206, -5.951, 3.064], [-3.784, 0.891, 3.993], [0.933, -3.915, 1.676], [-3.973, 2.964, 0.877], [4.981, 0.887, 2.649], [4.163, 2.477, 2.511], [5.247, -0.547, 0.504], [1.892, 1.062, 1.559], [0.905, -3.516, 5.029], [-1.260, -6.199, 5.330], [-1.464, -5.419, 2.742], [0.524, -4.464, 5.421], [-5.349, 2.407, 1.855], [-2.183, 1.342, 1.922], [0.315, -4.353, 6.491], [3.785, 2.511, -0.122], [-2.195, -6.526, 4.854], [-0.504, -5.128, 3.202], [-3.461, -0.682, 0.626], [3.093, 3.150, 0.435], [-3.626, -0.661, 3.144], [-1.971, -3.553, 5.896], [-1.431, -6.057, 6.405], [1.291, -5.238, 5.306], [3.330, 2.210, -1.074], [2.949, 0.447, 1.002], [1.762, 2.255, 1.752], [-4.001, 0.271, 0.626], [-0.589, -2.638, 2.931], [5.752, 2.224, 1.771], [-3.901, 3.053, 2.662]]
}

---

[6]
{
  "formula": "C10H22Cl2NO5Ti",
  "method": "the ωB97M-V functional and the def2-TZVPD basis",
  "multiplicity": 3,
  "orbital_gap_ev": [8.37, 10.23],
  "e_homo_ev": [-11.11, -12.87],
  "de_lowest_kcal_mol": 0.0,
  "charge": 1,
  "species": ["H", "C", "O", "H", "H", "O", "C", "C", "H", "H", "C", "H", "O", "H", "O", "H", "C", "H", "H", "H", "H", "Cl", "N", "H", "C", "C", "H", "H", "H", "O", "H", "H", "H", "Cl", "H", "H", "C", "H", "C", "Ti", "C"],
  "positions_angstrom": [[-3.105, 2.602, 2.579], [0.276, -2.751, 0.063], [-1.602, 0.145, 0.990], [-3.109, 2.333, 0.834], [-1.328, -1.748, -0.973], [0.291, -1.857, 1.175], [3.140, 1.735, 0.566], [2.310, 0.650, -1.387], [1.572, -0.809, -2.797], [1.830, 1.480, -1.912], [-1.198, 2.936, 1.651], [-0.655, 2.861, 2.591], [0.377, -0.657, -1.108], [4.418, -0.578, 3.419], [2.155, 0.828, 0.026], [-1.392, 3.990, 1.451], [4.091, -1.561, 3.129], [0.472, 3.006, 0.459], [3.370, 0.631, -1.642], [4.128, 1.289, 0.450], [-0.097, -2.453, -2.057], [1.126, 0.714, 2.997], [-0.314, 2.373, 0.582], [2.272, -1.483, -1.301], [-0.268, -1.952, -1.104], [1.674, -0.670, -1.720], [3.094, 2.682, 0.025], [-0.754, -3.122, 2.441], [3.977, -2.388, 3.807], [-2.790, 0.084, 2.892], [1.288, -3.125, -0.110], [1.027, -3.097, 2.672], [-0.375, -3.601, 0.275], [3.660, -1.806, 1.503], [0.027, -1.717, 3.201], [2.912, 1.875, 1.615], [-2.349, 0.705, 1.972], [-0.830, 2.384, -0.295], [0.140, -2.500, 2.461], [0.257, 0.233, 0.928], [-2.531, 2.193, 1.752]]
}

---

[7]
{
  "formula": "C4H4NO2",
  "method": "the ωB97M-V functional and the def2-TZVPD basis",
  "multiplicity": 1,
  "orbital_gap_ev": [6.86, 6.86],
  "e_homo_ev": [-13.56, -13.56],
  "de_lowest_kcal_mol": 22.2,
  "charge": 1,
  "species": ["O", "H", "C", "O", "C", "C", "C", "H", "H", "H", "N"],
  "positions_angstrom": [[-2.774, -1.175, -0.187], [1.552, 0.556, -1.345], [0.227, 0.737, 0.286], [2.339, -1.041, 0.634], [-1.941, -0.486, 0.126], [0.820, 0.041, -0.799], [-1.042, 0.418, 0.601], [0.800, 1.612, 0.798], [-0.059, -0.470, -1.363], [-1.530, 0.859, 1.512], [1.607, -1.052, -0.261]]
}

---

[8]
{
  "formula": "C9H10N3O4SSbSe4Tc",
  "method": "the ωB97M-V functional and the def2-TZVPD basis",
  "multiplicity": 1,
  "orbital_gap_ev": [5.36, 5.35],
  "e_homo_ev": [-11.32, -11.32],
  "de_lowest_kcal_mol": 41.6,
  "charge": 1,
  "species": ["H", "N", "Se", "Se", "H", "H", "C", "N", "Se", "O", "Sb", "H", "H", "C", "C", "C", "C", "H", "N", "O", "H", "Tc", "O", "H", "H", "H", "C", "C", "C", "C", "S", "Se", "O"],
  "positions_angstrom": [[1.924, 2.053, 6.206], [-1.657, -0.221, 0.764], [2.433, -2.449, 0.379], [-1.346, -3.475, -0.473], [-1.145, 2.120, -3.145], [-1.901, 0.071, 1.710], [0.881, 1.730, 3.000], [-0.999, 0.914, -1.413], [2.274, -0.702, -1.032], [-3.127, 1.076, -2.256], [0.804, -3.926, -1.384], [2.664, -0.282, 5.733], [-3.272, -0.917, -0.424], [-2.809, 0.027, -0.112], [1.746, 1.612, 5.237], [2.180, 0.304, 4.973], [-0.492, 1.370, -2.683], [-0.430, 0.528, -3.393], [1.366, 0.482, 2.775], [1.596, 2.369, -3.346], [-1.528, -1.245, 0.807], [0.206, 0.689, 0.055], [1.288, 1.790, -1.214], [2.315, -1.220, 3.439], [0.722, 3.316, 4.419], [-3.566, 0.647, 0.374], [1.989, -0.233, 3.732], [1.092, 2.316, 4.258], [0.932, 1.923, -2.456], [-2.367, 0.739, -1.394], [0.082, 2.484, 1.698], [1.369, -1.576, -2.893], [1.250, -0.034, 1.549]]
}